Entry 1:
{"formula": "C24H42Cl3CrN4O3SSi", "method": "wB97M-V/def2-TZVPD", "elements": ["C", "C", "H", "H", "H", "C", "C", "H", "H", "H", "H", "Cr", "Cl", "Cl", "H", "H", "C", "C", "N", "H", "C", "O", "H", "H", "H", "H", "H", "H", "C", "C", "N", "H", "C", "O", "H", "H", "H", "H", "O", "C", "C", "C", "H", "C", "H", "C", "H", "C", "C", "H", "H", "H", "Si", "Cl", "C", "C", "C", "H", "H", "H", "H", "H", "H", "H", "H", "H", "C", "N", "C", "C", "N", "C", "S", "H", "H", "H", "H", "H", "H"], "coordinates": [[-2.528, 3.511, -1.962], [-3.129, 2.573, -0.982], [-3.170, 3.701, -2.831], [-1.584, 3.071, -2.319], [-2.274, 4.474, -1.490], [-4.454, 2.397, -0.870], [-5.472, 3.032, -1.774], [-4.868, 1.804, -0.056], [-5.040, 3.439, -2.702], [-5.964, 3.868, -1.251], [-6.263, 2.320, -2.064], [0.258, -0.100, -0.276], [0.823, 1.414, 1.364], [1.670, 0.950, -1.964], [5.217, -2.637, 0.698], [6.281, -0.109, 0.174], [4.650, -2.382, -0.212], [5.510, -0.088, -0.608], [4.389, -0.948, -0.256], [3.711, -2.942, -0.220], [3.208, -0.411, 0.014], [2.122, -1.091, 0.050], [5.148, 0.937, -0.719], [3.200, 0.665, 0.200], [5.256, -2.650, -1.085], [5.948, -0.420, -1.559], [-2.335, 0.583, -3.044], [-4.457, -1.032, -1.933], [-2.127, -0.418, -3.449], [-3.837, -1.845, -2.341], [-2.446, -1.436, -2.453], [-1.067, -0.471, -3.724], [-1.529, -1.909, -1.611], [-0.309, -1.543, -1.621], [-3.893, -2.717, -1.680], [-1.893, -2.664, -0.894], [-2.768, -0.591, -4.319], [-4.215, -2.100, -3.338], [-1.347, 0.986, -0.942], [-2.093, 1.817, -0.141], [-3.539, 0.119, 1.136], [-2.637, 1.173, 1.144], [-3.757, -0.391, 0.204], [-4.176, -0.254, 2.324], [-1.412, 2.618, 0.194], [-2.230, 1.708, 2.360], [-4.925, -1.045, 2.308], [-3.881, 0.401, 3.521], [-2.864, 1.362, 3.549], [-1.396, 2.405, 2.374], [-4.451, 0.174, 4.428], [-2.611, 1.885, 4.479], [1.878, 1.957, -4.018], [-0.089, 2.676, -3.940], [1.836, 0.221, -4.759], [3.360, 2.942, -3.300], [2.286, 2.952, -5.701], [1.317, -0.498, -4.113], [2.862, -0.139, -4.898], [1.328, 0.232, -5.730], [1.620, 2.634, -6.514], [3.324, 2.787, -6.024], [2.149, 4.034, -5.554], [3.667, 2.574, -2.308], [3.094, 4.002, -3.189], [4.244, 2.887, -3.952], [-1.418, -1.910, 4.637], [-0.057, -1.846, 4.121], [1.080, -1.698, 4.895], [2.131, -1.588, 4.036], [1.621, -1.669, 2.761], [0.253, -1.737, 2.787], [-0.878, -1.551, 1.547], [-1.851, -0.904, 4.723], [-2.033, -2.496, 3.947], [-1.385, -2.390, 5.622], [1.036, -1.700, 5.970], [3.176, -1.442, 4.217], [2.135, -1.557, 1.890]], "forces_ev_per_a": [[0.724, -0.074, -0.534], [-1.026, -0.722, 0.593], [0.260, 0.049, 0.234], [-0.532, 0.338, 0.283], [-0.141, -0.214, -0.059], [0.329, 0.076, -0.175], [-0.302, 0.302, -0.124], [0.166, -0.080, -0.206], [-0.198, -0.201, 0.417], [-0.054, -0.122, -0.193], [0.212, 0.173, 0.146], [-1.096, 0.944, -0.140], [0.737, 0.658, 0.799], [0.520, 0.383, -0.102], [-0.114, 0.096, -0.219], [-0.049, -0.041, -0.186], [-0.083, 0.056, -0.209], [-0.008, 0.120, 0.349], [0.565, -0.231, 0.131], [0.147, 0.224, -0.052], [-2.486, -1.082, -0.366], [2.699, 0.634, 0.535], [0.090, -0.183, -0.060], [-0.155, -0.040, -0.162], [-0.181, -0.080, 0.164], [-0.147, 0.102, 0.213], [0.214, -0.321, -0.003], [0.192, -0.151, -0.085], [-0.072, 0.361, 0.035], [0.167, 0.100, 0.089], [0.162, -0.356, 0.161], [-0.300, 0.021, 0.165], [1.739, 1.007, -0.449], [-2.388, -1.396, -0.524], [-0.127, 0.181, -0.146], [0.100, 0.203, -0.127], [0.177, -0.087, -0.004], [0.017, -0.068, 0.196], [-0.063, -1.283, 0.088], [0.709, 0.515, 0.411], [-0.307, 0.048, 0.561], [0.133, 0.506, -0.691], [-0.076, 0.093, 0.029], [0.111, 0.050, -0.091], [-0.078, 0.162, 0.420], [-0.188, 0.299, 0.463], [0.103, 0.106, 0.029], [-0.042, 0.061, 0.032], [-0.297, -0.138, -0.111], [-0.314, 0.038, -0.078], [0.239, -0.030, -0.267], [-0.011, -0.306, -0.292], [1.172, 1.042, -1.914], [-0.026, 0.113, -0.149], [-0.070, -0.320, -0.008], [0.411, -0.475, 1.219], [-0.597, -0.428, -0.143], [0.180, 0.205, -0.103], [-0.026, -0.028, -0.089], [0.199, 0.109, -0.016], [0.064, 0.149, -0.069], [-0.138, -0.038, 0.018], [0.024, -0.223, -0.014], [-0.053, 0.282, -0.226], [-0.061, -0.216, -0.125], [-0.348, 0.010, -0.045], [0.148, 0.070, 0.060], [-0.149, 0.232, -0.266], [0.529, -0.119, -0.500], [-0.681, -0.144, 0.398], [-0.546, 0.021, -0.103], [0.048, 0.090, 0.317], [0.266, -1.118, 0.922], [0.100, -0.276, -0.106], [0.139, 0.162, 0.128], [-0.030, 0.077, -0.207], [0.055, 0.007, -0.060], [0.158, -0.032, 0.098], [-0.445, 0.151, 0.092]], "e_homo_ev": [-2.638, -4.771], "spin_multiplicity": 5, "max_force_ev_per_a": 2.82, "energy_ha": -4497.3858, "total_charge": -1, "de_lowest_kcal_mol": 18.33}

Entry 2:
{"formula": "C24H42Cl3N4O3PdSSi", "method": "wB97M-V/def2-TZVPD", "elements": ["C", "C", "H", "H", "H", "C", "C", "H", "H", "H", "H", "Pd", "Cl", "Cl", "C", "O", "N", "C", "C", "H", "H", "H", "H", "H", "H", "H", "H", "H", "C", "C", "N", "H", "C", "O", "H", "H", "H", "H", "O", "C", "C", "C", "H", "C", "H", "C", "H", "C", "C", "H", "H", "H", "Si", "Cl", "C", "C", "C", "H", "H", "H", "H", "H", "H", "H", "H", "H", "C", "N", "C", "C", "N", "C", "S", "H", "H", "H", "H", "H", "H"], "coordinates": [[2.319, -2.646, -1.475], [2.134, -1.663, -2.574], [1.681, -3.531, -1.644], [2.093, -2.229, -0.490], [3.370, -2.990, -1.499], [2.186, -2.059, -3.854], [2.311, -3.451, -4.365], [2.257, -1.311, -4.644], [1.732, -4.211, -3.821], [3.358, -3.783, -4.345], [2.024, -3.449, -5.426], [2.152, 1.184, 0.513], [3.038, 2.885, 1.912], [3.327, 2.480, -0.951], [-0.348, 3.460, 2.415], [-1.118, 2.639, 2.920], [-0.716, 4.429, 1.543], [-2.111, 4.686, 1.245], [0.288, 5.171, 0.794], [0.742, 3.478, 2.627], [-2.734, 4.387, 2.088], [-2.465, 4.138, 0.364], [-2.229, 5.751, 1.031], [1.240, 5.157, 1.341], [-0.066, 6.201, 0.653], [0.479, 4.719, -0.196], [-0.126, -5.389, 3.475], [-1.082, -4.426, 0.663], [-1.191, -5.662, 3.335], [-1.994, -4.813, 1.127], [-1.953, -4.686, 2.567], [-1.652, -5.714, 4.333], [-2.413, -3.562, 3.172], [-2.955, -2.616, 2.590], [-2.824, -4.224, 0.740], [-2.254, -3.582, 4.276], [-1.260, -6.646, 2.849], [-2.057, -5.878, 0.885], [1.591, 0.141, -0.992], [2.056, -0.150, -2.269], [0.322, 0.123, -4.230], [1.320, 0.631, -3.394], [-0.094, -0.867, -4.023], [-0.122, 0.873, -5.331], [3.055, 0.293, -2.263], [1.758, 1.934, -3.575], [-0.806, 0.443, -6.061], [0.334, 2.179, -5.503], [1.295, 2.708, -4.634], [2.467, 2.341, -2.817], [-0.023, 2.796, -6.328], [1.698, 3.723, -4.742], [-1.829, -0.017, -1.368], [-1.042, -1.840, -1.894], [-2.561, 0.497, -2.951], [-1.008, 1.848, -1.209], [-1.938, -0.369, 0.496], [-2.484, 1.533, -3.295], [-3.589, 0.322, -2.622], [-2.271, -0.148, -3.778], [-1.862, -1.401, 0.956], [-2.946, 0.042, 0.764], [-1.231, 0.272, 1.065], [-0.364, 2.157, -2.061], [-0.455, 2.073, -0.276], [-1.914, 2.487, -1.235], [-0.658, -1.146, 4.547], [0.254, -0.022, 4.562], [0.578, 0.682, 5.702], [1.498, 1.623, 5.350], [1.780, 1.412, 4.013], [1.061, 0.360, 3.532], [1.131, -0.372, 2.014], [-1.474, -0.970, 3.856], [-0.156, -2.079, 4.279], [-1.091, -1.206, 5.545], [0.093, 0.457, 6.633], [2.016, 2.369, 5.933], [2.430, 2.024, 3.427]], "forces_ev_per_a": [[-0.003, -0.486, 0.361], [0.039, 0.690, -1.028], [0.210, 0.238, 0.155], [0.029, -0.023, -0.193], [-0.349, 0.041, 0.210], [0.349, 0.488, 0.395], [0.281, -0.474, -0.299], [-0.278, -0.078, 0.291], [0.029, 0.308, -0.120], [-0.020, -0.061, 0.052], [-0.090, -0.268, 0.263], [0.207, 0.248, 0.636], [0.601, 0.991, 1.255], [1.623, 1.298, -1.215], [-0.371, -0.573, 0.206], [0.511, 0.814, -0.245], [-0.065, 0.166, 0.126], [0.039, -0.272, -0.229], [0.171, -0.158, -0.127], [-0.466, -0.082, -0.122], [0.107, 0.041, 0.025], [0.126, -0.054, 0.031], [-0.041, -0.009, 0.149], [-0.255, 0.053, -0.168], [0.205, -0.181, 0.084], [-0.126, 0.136, 0.294], [-0.402, -0.117, -0.291], [0.036, 0.061, 0.025], [-0.139, 0.231, 0.381], [0.327, 0.104, -0.163], [0.158, 0.136, 0.438], [0.263, -0.217, -0.245], [-0.546, 0.793, -0.797], [0.644, -1.419, 0.985], [-0.033, -0.236, -0.003], [-0.131, 0.050, -0.369], [0.027, 0.334, 0.220], [-0.283, 0.187, -0.125], [-1.868, -2.112, -0.791], [0.245, 0.235, -0.319], [0.044, 0.024, -0.293], [-0.113, -0.227, 0.472], [0.343, 0.384, -0.370], [0.119, 0.120, 0.521], [0.399, -0.339, -0.503], [0.489, 0.620, -0.064], [-0.063, 0.088, 0.301], [0.451, 0.252, -0.203], [-0.262, -0.047, 0.265], [-0.605, -0.351, -1.093], [0.032, -0.244, 0.064], [-0.358, -0.368, -0.116], [4.336, 2.958, 1.753], [0.451, -1.065, -0.375], [-1.979, -0.366, -0.601], [0.242, -0.855, 0.345], [-1.843, 0.141, 0.858], [0.233, -0.214, 0.616], [-0.947, -0.019, -1.073], [-0.423, -0.232, 0.219], [-0.269, 1.096, -1.136], [0.435, -0.357, 0.379], [-0.326, -0.248, -0.854], [-0.530, -0.366, 0.434], [-0.289, -0.204, -0.376], [0.196, -0.157, 0.038], [-0.134, 0.221, 0.042], [0.652, -0.551, -0.065], [0.184, 0.792, -0.094], [-0.290, -0.812, -0.188], [0.044, -0.255, 0.354], [-0.054, 0.962, 0.673], [-0.272, -0.590, 0.443], [-0.026, 0.025, -0.289], [0.061, 0.152, 0.049], [0.061, -0.199, 0.025], [-0.017, 0.130, 0.098], [-0.173, -0.073, -0.104], [-0.563, -0.651, 0.115]], "e_homo_ev": [-3.279, -4.791], "spin_multiplicity": 3, "max_force_ev_per_a": 5.53, "energy_ha": -3580.6366, "total_charge": -1, "de_lowest_kcal_mol": 36.25}

Entry 3:
{"formula": "C24H42O21S3", "method": "wB97M-V/def2-TZVPD", "elements": ["C", "C", "O", "C", "O", "O", "H", "H", "H", "H", "C", "C", "O", "C", "O", "O", "H", "H", "H", "H", "C", "C", "O", "C", "O", "O", "H", "H", "H", "H", "C", "C", "O", "C", "O", "O", "H", "H", "H", "H", "C", "C", "O", "C", "O", "O", "H", "H", "H", "H", "C", "C", "O", "C", "O", "O", "H", "H", "H", "H", "C", "S", "O", "C", "H", "H", "H", "H", "H", "H", "C", "S", "O", "C", "H", "H", "H", "H", "H", "H", "C", "S", "O", "C", "H", "H", "H", "H", "H", "H"], "coordinates": [[-0.699, -0.056, -0.609], [0.258, -0.179, 0.594], [0.733, 1.186, 0.716], [0.401, 1.966, -0.342], [0.710, 3.126, -0.493], [-0.443, 1.264, -1.099], [-1.771, -0.128, -0.425], [-0.394, -0.848, -1.293], [1.065, -0.897, 0.453], [-0.262, -0.426, 1.520], [-1.966, -0.547, 4.662], [-0.665, -0.753, 4.048], [-0.851, -0.795, 2.669], [-2.101, -0.661, 2.403], [-2.603, -0.686, 1.248], [-2.789, -0.490, 3.488], [-1.856, 0.361, 5.254], [-2.296, -1.274, 5.404], [-0.273, -1.725, 4.348], [0.061, 0.049, 4.180], [-2.904, -2.653, 0.289], [-1.825, -1.820, -0.363], [-2.531, -0.818, -1.132], [-3.901, -1.200, -1.169], [-4.755, -0.682, -1.766], [-4.127, -2.260, -0.311], [-3.063, -2.578, 1.365], [-2.783, -3.713, 0.064], [-1.153, -2.345, -1.043], [-1.316, -1.452, 0.528], [-2.475, 0.746, -2.729], [-2.895, -0.175, -3.872], [-4.282, 0.229, -4.093], [-4.559, 1.345, -3.321], [-5.608, 1.940, -3.377], [-3.588, 1.544, -2.419], [-1.715, 1.432, -3.103], [-2.178, 0.189, -1.840], [-3.007, -1.181, -3.469], [-2.209, -0.136, -4.718], [3.953, 1.865, -0.182], [2.957, 1.206, 0.780], [3.738, 1.246, 1.883], [4.998, 1.402, 1.599], [5.832, 1.188, 2.480], [5.268, 1.718, 0.387], [3.765, 2.920, -0.380], [3.922, 1.508, -1.211], [2.598, 0.249, 0.402], [2.145, 1.916, 0.938], [2.560, -1.132, 2.161], [2.672, -2.176, 3.251], [2.060, -1.660, 4.430], [1.864, -0.329, 4.222], [1.507, 0.535, 5.009], [2.177, -0.019, 2.961], [1.804, -1.324, 1.399], [3.574, -0.970, 1.798], [3.715, -2.267, 3.553], [2.272, -3.135, 2.922], [1.780, -3.895, 1.287], [0.641, -2.410, 1.225], [0.668, -1.831, -0.172], [-0.971, -3.358, 1.522], [1.470, -4.690, 0.609], [1.760, -4.208, 2.331], [2.832, -3.758, 1.037], [-1.012, -3.730, 2.545], [-1.223, -4.125, 0.789], [-1.779, -2.628, 1.507], [1.329, 0.865, -3.576], [2.753, 1.219, -2.501], [2.292, 2.362, -1.537], [2.848, -0.271, -1.487], [0.380, 0.993, -3.056], [1.381, -0.163, -3.935], [1.213, 1.624, -4.349], [2.868, -1.170, -2.102], [2.061, -0.319, -0.735], [3.814, -0.244, -0.983], [-2.356, 5.025, -3.021], [-0.494, 4.935, -2.903], [-0.026, 5.591, -1.599], [-0.249, 3.131, -2.615], [-2.768, 6.029, -2.915], [-2.687, 4.403, -2.189], [-2.648, 4.666, -4.008], [-0.862, 2.589, -3.335], [-0.567, 2.815, -1.622], [0.790, 2.911, -2.861]], "forces_ev_per_a": [[4.905, 3.699, 1.462], [-1.119, 7.901, 0.697], [-3.800, 0.845, 0.269], [-0.220, 1.374, 2.683], [-1.553, -1.472, 3.918], [0.435, -1.303, -0.501], [3.665, 3.941, 2.267], [0.050, 1.548, -1.033], [1.085, 6.717, 0.130], [1.492, 1.349, -2.724], [-0.615, 0.969, 1.077], [2.499, -1.230, 1.005], [-0.991, -1.181, 2.434], [-3.905, 1.168, -3.590], [0.135, 3.641, 7.272], [-2.261, 0.386, 1.451], [-1.066, 0.602, -0.509], [-0.213, -0.462, -0.673], [0.421, 0.144, -0.032], [-1.374, -0.330, 0.429], [-3.028, -2.330, -2.371], [-1.431, -4.087, -0.567], [-7.765, -10.161, 1.849], [-0.200, -1.770, 1.881], [-0.505, 0.336, -0.296], [0.448, 1.350, -1.276], [-0.914, -0.113, -0.874], [-0.333, 0.001, -0.188], [-0.661, -0.449, 0.059], [0.028, -0.234, -2.525], [1.603, 1.862, -2.410], [-1.630, -0.045, 1.547], [1.187, 1.360, -0.842], [-1.704, -0.652, -0.080], [1.593, -0.594, -0.044], [-0.824, 0.876, -0.420], [-0.390, -0.610, 0.187], [0.203, 3.287, -3.560], [0.411, -0.355, -0.543], [-0.585, 0.081, -0.302], [0.502, 1.478, -1.935], [1.320, 3.852, -2.281], [0.516, -0.540, 2.445], [4.078, -1.417, 4.833], [-0.784, 0.499, -1.397], [-0.654, -0.050, -1.446], [0.331, -0.035, 0.901], [2.453, 0.164, 1.847], [0.825, 0.917, 1.838], [1.793, -0.363, 0.084], [2.705, 0.351, 2.478], [1.149, -0.689, 0.471], [-0.906, 1.027, 0.153], [1.630, 1.550, 0.897], [1.263, -2.141, -0.710], [-1.431, -0.017, -0.315], [3.026, 1.726, 1.278], [-0.252, 0.204, -0.317], [0.144, -0.400, -0.400], [0.501, 1.313, 1.747], [-0.741, -0.627, -0.894], [-3.119, -8.199, 0.110], [1.080, -13.528, -3.302], [1.664, 0.049, 0.402], [-0.502, 0.142, 0.072], [-0.630, -1.075, -0.802], [-0.068, 0.861, -0.028], [0.715, -0.318, 0.060], [0.688, -0.059, 0.325], [2.067, -0.878, 0.957], [-0.642, -0.441, 0.285], [-1.468, 1.349, -0.461], [0.914, -3.023, -4.830], [-0.066, -1.361, -1.091], [0.426, -0.513, 0.469], [0.324, 0.150, -0.326], [0.799, -0.298, -0.305], [-0.374, 0.082, -0.303], [0.022, -0.145, -1.437], [-0.207, -0.228, -0.274], [0.848, -0.527, 0.559], [0.643, 0.693, 1.439], [-1.044, -0.517, -1.780], [-1.773, 1.760, -2.113], [0.600, 0.111, 0.143], [-0.463, -0.074, -0.254], [0.013, -0.357, 0.143], [0.143, 0.754, -0.515], [-0.627, 1.994, -2.358], [-0.503, 0.733, 0.681]], "e_homo_ev": -7.550, "spin_multiplicity": 1, "max_force_ev_per_a": 13.97, "energy_ha": -3713.0860, "de_lowest_kcal_mol": 629.36}

Which formula does entry 1 have?
C24H42Cl3CrN4O3SSi